w) Entry from OMol25: the molecule C3H6N4O (wB97M-V/def2-TZVPD).

Last column: natural (NBO) charge in e.
Cartesian coordinates (Å):
C1 1.51 -0.12 0.97  -0.333
C2 -1.01 -0.48 -0.58  0.654
N1 0.25 -1.20 -0.51  -0.519
H1 0.34 -1.94 -1.28  0.401
H2 -2.84 -0.35 -0.88  0.366
O1 -1.07 0.62 0.31  -0.428
N2 -2.02 -0.90 -1.28  -0.685
H3 1.57 2.25 1.17  0.203
N3 1.55 -0.80 -0.35  -0.393
N4 -0.33 1.67 0.53  -0.070
H4 2.58 0.11 1.47  0.224
H5 1.63 0.02 -0.93  0.332
C3 0.89 1.33 0.92  0.005
H6 0.73 -0.75 1.49  0.243

Results
E_LUMO (eV): 0.45
HOMO-LUMO gap (Eh): 0.373

***

x) Entry from OMol25: a cluster of 2 separate species, C3H6N4O in total (wB97M-V/def2-TZVPD).

Last column: natural (NBO) charge in e.
Cartesian coordinates (Å):
H1 0.48 2.23 -0.59  0.209
N1 1.79 1.51 0.80  -0.195
O1 3.08 -1.10 -0.98  -0.397
C1 -1.14 -1.47 0.88  -0.348
H2 0.44 -2.80 -1.43  0.394
C2 1.10 2.66 0.20  -0.457
C3 -0.74 -2.27 0.09  0.161
H3 -1.63 -0.71 1.49  0.242
H4 0.52 -3.89 -0.19  0.398
N2 2.02 0.55 0.08  0.116
N3 2.91 -0.08 -0.37  0.293
H5 1.81 3.39 -0.25  0.209
N4 -0.12 -3.22 -0.66  -0.848
H6 0.62 3.20 1.04  0.223

Results
E_LUMO (alpha / beta) (eV): -0.73 / -0.73
HOMO-LUMO gap (alpha / beta) (Eh): 0.301 / 0.301

***

y) Entry from OMol25: the molecule C3H6N4O (wB97M-V/def2-TZVPD).

Last column: natural (NBO) charge in e.
Cartesian coordinates (Å):
H1 1.54 2.48 -0.17  0.358
O1 -0.38 0.96 -0.32  -0.461
N1 1.96 1.53 0.18  -0.768
H2 -2.88 -0.05 1.08  0.241
C1 -2.43 -0.02 0.04  -0.673
H3 -2.98 -0.72 -0.59  0.244
N2 -0.31 -1.22 0.01  -0.249
N3 2.13 -1.33 -0.25  -0.645
H4 -2.52 1.05 -0.25  0.244
C2 0.92 0.77 -0.03  0.628
H5 2.22 -2.05 0.48  0.363
H6 2.81 -0.47 -0.18  0.407
N4 0.94 -0.69 0.08  -0.151
C3 -1.01 -0.22 -0.07  0.463

Results
E_LUMO (eV): 0.83
HOMO-LUMO gap (Eh): 0.323

***

z) Entry from OMol25: a structure of composition C3H6N4O (wB97M-V/def2-TZVPD).

Last column: natural (NBO) charge in e.
Cartesian coordinates (Å):
H1 0.45 -2.72 -0.62  0.373
C1 1.02 0.12 -0.14  0.663
N1 0.84 -2.23 0.19  -0.622
H2 -1.45 -0.28 1.19  0.165
H3 -0.80 1.44 -1.29  0.169
N2 0.32 -0.92 0.17  -0.329
N3 -0.70 2.18 0.68  -0.602
H4 -0.97 3.09 0.29  0.341
O1 -1.90 -0.97 -0.68  -0.616
C2 -1.14 -0.47 0.15  0.392
H5 0.49 -2.68 1.03  0.363
C3 -0.61 1.28 -0.22  -0.054
H6 2.37 1.53 -0.22  0.409
N4 2.08 0.61 -0.53  -0.652

Results
E_LUMO (eV): -0.92
HOMO-LUMO gap (Eh): 0.292

***

y) (2.116 eV below the next structure)

***

w) Entry from OMol25: the molecule C3H6N4O (wB97M-V/def2-TZVPD).

Last column: natural (NBO) charge in e.
Cartesian coordinates (Å):
N1 0.62 -1.42 0.65  -0.656
N2 0.78 1.22 -0.85  -0.241
H1 0.98 -2.32 1.39  0.372
C1 -0.68 1.09 0.97  0.445
C2 -0.52 -0.87 -1.13  -0.049
O1 -1.61 0.43 0.45  -0.565
C3 0.29 0.27 -1.48  0.047
H2 -0.90 1.53 1.96  0.160
N3 -0.32 -1.62 -0.19  -0.206
N4 0.59 1.16 0.43  -0.462
H3 -1.40 -1.12 -1.66  0.207
H4 0.44 0.12 -2.52  0.192
H5 0.66 -0.44 1.00  0.361
H6 1.09 1.97 0.98  0.395

Results
E_LUMO (eV): 0.60
HOMO-LUMO gap (Eh): 0.311

***

x) Entry from OMol25: the molecule C3H6N4O (wB97M-V/def2-TZVPD).

Last column: natural (NBO) charge in e.
Cartesian coordinates (Å):
N1 1.45 -0.57 -1.24  -0.864
O1 -0.49 -2.25 -0.45  -0.523
C1 0.49 -0.12 -0.31  0.135
H1 1.41 0.04 -2.09  0.387
H2 -2.36 -0.70 1.16  0.204
H3 -0.02 -2.24 -1.32  0.500
H4 2.37 -0.59 -0.82  0.383
C2 -1.41 -0.26 0.81  0.154
N2 0.76 2.33 0.20  -0.813
N3 -0.52 -1.00 0.06  -0.046
H5 1.71 2.41 0.64  0.367
C3 0.21 1.08 0.33  0.225
N4 -0.98 0.93 1.02  -0.493
H6 0.15 2.93 0.71  0.383

Results
E_LUMO (eV): 0.71
HOMO-LUMO gap (Eh): 0.317

***

x) (3.353 eV below the next structure)

***

w) Entry from OMol25: the molecule C3H6N4O (wB97M-V/def2-TZVPD).

Last column: natural (NBO) charge in e.
Cartesian coordinates (Å):
H1 2.01 -0.88 -1.17  0.217
C1 -2.48 0.01 0.04  -0.071
H2 0.93 0.15 1.30  0.352
N1 -0.86 1.92 -0.03  -0.662
H3 2.91 -0.92 0.42  0.208
H4 0.13 2.03 -0.24  0.334
C2 2.17 -0.43 -0.21  -0.408
H5 -3.41 0.58 0.10  0.236
H6 2.43 0.62 -0.33  0.175
C3 -1.13 0.69 -0.06  0.339
N2 0.87 -0.47 0.48  -0.437
N3 -2.33 -1.28 0.00  -0.041
O1 -1.01 -1.65 -0.07  -0.200
N4 -0.24 -0.36 -0.24  -0.043

Results
E_LUMO (eV): 0.50
HOMO-LUMO gap (Eh): 0.359

***

x) Entry from OMol25: a structure of composition C3H6N4O (wB97M-V/def2-TZVPD).

Last column: natural (NBO) charge in e.
Cartesian coordinates (Å):
H1 3.02 -2.06 1.38  0.391
C1 -1.24 1.00 -0.33  0.589
N1 -1.54 -0.47 -0.52  -0.493
H2 -0.22 -1.65 0.67  0.274
H3 -2.97 1.46 -0.10  0.340
O1 0.12 1.24 -0.09  -0.438
C2 0.66 -0.01 0.15  0.454
H4 0.10 -1.78 -1.01  0.267
N2 1.93 -0.23 0.47  -0.311
H5 -2.35 -0.79 0.96  0.289
H6 2.79 -1.60 -0.94  0.335
N3 2.04 -1.82 0.48  -0.695
C3 -0.18 -0.97 -0.23  -0.401
N4 -1.97 1.99 -0.11  -0.600

Results
E_LUMO (eV): -1.69
HOMO-LUMO gap (Eh): 0.292

***

y) Entry from OMol25: a cluster of 2 separate species, C3H6N4O in total (wB97M-V/def2-TZVPD).

Last column: natural (NBO) charge in e.
Cartesian coordinates (Å):
H1 -0.48 -2.73 0.50  0.234
C1 -0.68 -1.86 -0.14  -0.670
H2 -0.54 2.82 -0.14  0.103
N1 0.95 -0.18 -1.11  -0.259
C2 -1.27 2.05 -0.18  0.330
N2 1.90 0.59 -0.59  -0.069
C3 0.42 -0.84 -0.01  0.289
N3 0.97 -0.48 1.14  -0.248
H3 -0.62 -2.53 -1.07  0.235
H4 -1.65 -1.40 -0.03  0.245
O1 -1.15 0.96 0.22  -0.507
H5 -2.18 2.47 -0.82  0.076
N4 1.83 0.39 0.76  -0.170
H6 2.49 0.73 1.45  0.412

Results
E_LUMO (eV): 0.81
HOMO-LUMO gap (Eh): 0.387

***

z) Entry from OMol25: the molecule C3H6N4O (wB97M-V/def2-TZVPD).

Last column: natural (NBO) charge in e.
Cartesian coordinates (Å):
C1 1.48 -0.14 0.07  0.395
O1 2.85 0.11 -0.18  -0.674
H1 -1.54 2.54 0.39  0.341
C2 0.65 -1.17 -0.14  -0.190
H2 -2.37 -1.15 -0.57  0.347
N1 -1.78 -1.34 0.15  -0.596
N2 -0.69 -0.60 -0.18  -0.251
C3 -0.62 0.77 -0.09  0.540
N3 -1.65 1.53 -0.28  -0.814
N4 0.77 1.01 0.10  -0.602
H3 3.31 -0.62 0.48  0.494
H4 -2.31 -0.69 0.73  0.350
H5 0.72 -2.17 -0.64  0.238
H6 1.18 1.92 0.17  0.422

Results
E_LUMO (eV): 0.48
HOMO-LUMO gap (Eh): 0.303

***

y) (0.372 eV below the next structure)

***

w) Entry from OMol25: a structure of composition C3H6N4O (wB97M-V/def2-TZVPD).

Last column: natural (NBO) charge in e.
Cartesian coordinates (Å):
H1 1.41 -0.92 1.60  0.194
H2 3.06 0.89 -0.71  0.498
N1 -2.05 -0.87 0.16  -0.593
N2 0.38 -0.91 -0.36  -0.710
N3 -0.47 1.20 0.01  -0.888
C1 -0.84 -0.22 0.04  0.657
N4 -4.05 0.47 0.05  -0.409
H3 0.17 -1.73 -1.02  0.436
O1 2.05 0.87 0.10  -0.744
H4 -1.35 1.89 -0.15  0.431
H5 0.60 1.38 -0.19  0.462
H6 2.47 -1.36 0.07  0.214
C2 1.68 -0.59 0.32  0.070
C3 -3.07 -0.07 0.07  0.383

Results
E_LUMO (eV): -0.71
HOMO-LUMO gap (Eh): 0.314

***

x) Entry from OMol25: a cluster of 2 separate species, C3H6N4O in total (wB97M-V/def2-TZVPD).

Last column: natural (NBO) charge in e.
Cartesian coordinates (Å):
H1 1.34 -2.02 -0.43  0.238
N1 -1.17 -1.02 -0.45  -0.294
N2 -0.02 0.80 0.47  -0.143
C1 1.19 -0.97 -0.31  -0.301
C2 -2.91 0.68 -0.03  -0.341
H2 3.89 0.84 0.36  0.408
N3 -0.14 -0.40 -0.09  0.049
N4 3.34 0.04 0.13  -0.801
H3 -3.16 0.62 -1.07  0.190
H4 -2.02 1.12 0.30  0.213
C3 2.01 0.01 0.14  0.495
H5 3.83 -0.65 -0.39  0.401
H6 -3.74 0.34 0.62  0.190
O1 1.33 1.06 0.53  -0.305

Results
E_LUMO (alpha / beta) (eV): -0.51 / -0.51
HOMO-LUMO gap (alpha / beta) (Eh): 0.266 / 0.266

***

y) Entry from OMol25: the molecule C3H6N4O (wB97M-V/def2-TZVPD).

Last column: natural (NBO) charge in e.
Cartesian coordinates (Å):
N1 0.10 0.27 -1.32  -0.466
C1 -1.43 -1.12 2.15  -0.117
O1 0.74 0.19 0.99  -0.596
H1 3.20 0.93 -2.26  0.192
N2 -1.43 0.07 0.29  -0.539
C2 -0.04 0.15 0.08  0.762
H2 2.47 0.94 -0.46  0.187
H3 -2.10 0.60 -0.31  0.395
C3 2.35 0.84 -1.61  -0.130
H4 -1.98 -1.81 2.86  0.177
H5 -0.32 -0.86 2.33  0.210
N3 -2.08 -0.78 1.20  -0.237
H6 -0.70 0.11 -1.86  0.399
N4 1.22 0.47 -2.09  -0.237

Results
E_LUMO (eV): 0.86
HOMO-LUMO gap (Eh): 0.372

***

y) (1.674 eV below the next structure)